This record from OMol25 describes a molecular structure, C23H23CoN3O5SSb. The level of theory is ωB97M-V/def2-TZVPD.

Calculated values
Multiplicity   3
E_LUMO (spin up / spin down)   0.257 / 0.267 eV
F_max   0.8 eV/A
E_HOMO (spin up / spin down)   -7.7 / -7.1 eV
⟨S²⟩   2.156

Structure (XYZ):
```
57
Properties=species:S:1:pos:R:3:forces:R:3:nbo_charge:R:1
Sb 1.0909 2.8387 0.5078 0.0223 -0.3738 0.0131 1.024
Co 0.5513 -0.8435 0.4474 0.2850 -0.5163 0.4415 0.984
S 1.2960 -3.3037 2.4826 0.3282 0.0917 -0.0488 0.067
O -1.2634 -0.5040 -3.3548 -0.2671 0.1002 -0.2955 -0.647
O -1.3297 -1.5736 0.2294 -0.2530 -0.0535 -0.1093 -0.837
O -0.0308 -0.0702 -1.5497 -0.3181 0.0338 -0.4696 -0.653
O -2.8776 -2.7441 -0.8772 0.2128 -0.1079 0.0079 -0.674
O 0.5521 -2.7920 -1.4484 0.1216 -0.0967 -0.1427 -0.527
N 2.4321 0.1928 -0.2183 0.1751 0.4494 -0.3909 -0.542
N 0.0118 0.4021 2.1414 0.1338 0.3027 0.1438 -0.521
N -1.8119 2.1283 0.3142 -0.2257 -0.2451 0.1860 -0.468
C -0.8764 2.7289 -0.4042 0.3082 -0.0527 0.0260 -0.050
C 0.7323 1.5384 2.2050 -0.1480 0.3459 0.0263 -0.048
C 3.7563 -1.8698 -0.2410 -0.1523 -0.0633 -0.0096 -0.653
C -3.3519 2.4428 -1.4713 0.1235 -0.0218 -0.0005 -0.269
C -0.4440 -0.1247 3.2903 -0.0188 0.0802 -0.0282 0.262
C -3.0324 1.9573 -0.2009 0.1243 0.2368 -0.1899 0.256
C -1.7228 -2.5322 -0.5156 -0.0933 -0.0400 0.0075 0.743
C 1.1294 2.1029 3.4082 0.0351 0.0453 -0.1856 -0.294
C -0.0748 0.4010 4.5287 0.0994 0.1372 0.0792 -0.241
C 2.1594 1.4066 -0.7272 -0.0597 0.1121 0.1775 -0.033
C 0.3207 -2.1532 -2.6762 -0.0403 -0.1393 0.0764 -0.173
C -2.3907 3.1333 -2.1919 -0.0170 0.0100 -0.0669 -0.183
C 3.2889 -0.6014 -0.8883 0.0655 0.1100 0.0339 0.252
C 1.2958 -2.0862 1.5139 -0.6871 -0.4126 0.1948 -0.347
C -0.3482 -0.8098 -2.4585 0.3884 0.2400 0.4192 0.810
C 2.6532 1.8415 -1.9481 -0.0483 -0.0120 0.0005 -0.296
C 3.7761 -0.2462 -2.1421 0.0184 0.1171 -0.0832 -0.269
C 3.4363 0.9772 -2.6939 0.0121 -0.0476 0.0503 -0.148
C -0.6008 -3.4979 -0.9761 -0.2738 0.2076 0.1942 -0.191
C -1.4219 -1.2579 3.2665 0.0931 -0.0730 -0.1557 -0.670
C -1.1192 3.2825 -1.6546 0.0343 -0.0797 0.0084 -0.296
C 0.7531 1.4989 4.5972 -0.0938 -0.1001 0.0776 -0.151
C -4.0393 1.2124 0.6128 0.0648 -0.0926 -0.0229 -0.656
H 1.2990 -1.9614 -3.1233 -0.0456 0.0591 -0.0812 0.220
H 3.7866 -1.7456 0.8384 0.0338 -0.0333 -0.0039 0.242
H 3.8112 1.2663 -3.6677 0.0080 0.0011 -0.0037 0.219
H -0.2637 -4.0685 -0.1115 0.0178 -0.0266 -0.0246 0.210
H -0.3387 3.8085 -2.1908 -0.0204 0.0078 -0.0273 0.214
H 1.0656 1.9039 5.5511 0.0015 -0.0026 0.0074 0.219
H -0.4512 -0.0679 5.4282 -0.0012 -0.0219 -0.0074 0.220
H -1.6857 0.3362 -3.1031 0.1067 0.0096 0.0559 0.510
H -1.4913 -1.6914 2.2759 -0.0524 -0.0254 -0.0323 0.278
H -3.7433 1.2144 1.6593 -0.0209 -0.0170 0.0028 0.231
H 1.7181 3.0113 3.4068 -0.0049 0.0018 0.0262 0.221
H -2.6324 3.5592 -3.1603 0.0196 -0.0431 0.0314 0.218
H -4.0639 0.1777 0.2622 -0.0385 -0.0629 0.0976 0.260
H -0.9840 -4.1755 -1.7419 0.0528 0.0428 -0.0485 0.188
H -5.0335 1.6454 0.5008 -0.0022 -0.0381 0.0234 0.212
H 4.7467 -2.1382 -0.6069 0.0052 0.0202 -0.0235 0.216
H -1.1455 -2.0231 3.9917 0.0028 0.0131 0.0252 0.219
H -0.2759 -2.7683 -3.3541 -0.0075 0.0124 -0.0017 0.206
H 4.4440 -0.9182 -2.6650 -0.0010 -0.0270 0.0237 0.220
H 2.4212 2.8380 -2.3038 0.0218 -0.0075 -0.0299 0.217
H 3.0694 -2.6890 -0.4618 0.0031 -0.0151 0.0193 0.251
H -2.4079 -0.8766 3.5415 -0.0098 0.0297 0.0034 0.228
H -4.3447 2.2876 -1.8730 -0.0181 0.0307 0.0030 0.220
```
Positions in Å, forces in eV/Å.

***

This record from OMol25 describes a molecular structure, C23H23CrF10N3O3. The level of theory is ωB97M-V/def2-TZVPD.

Calculated values
Energy relative to the best compared isomer or geometry (same formula, charge and spin)   9.8 kJ/mol
Charge   -1
Multiplicity   2
E_LUMO (spin up / spin down)   2.620 / 2.621 eV
F_max   0.5 eV/A
E_HOMO (spin up / spin down)   -4.6 / -4.6 eV
⟨S²⟩   0.756

Structure (XYZ):
```
63
Properties=species:S:1:pos:R:3:forces:R:3:nbo_charge:R:1
Cr -0.2516 0.2383 -0.4084 0.1943 0.0690 0.4438 1.285
F 6.3545 -0.3335 -1.3285 0.0208 0.0072 -0.0019 -0.306
F 3.3782 -3.8066 -0.2397 -0.0010 -0.0209 0.0028 -0.302
F 5.9506 -2.9602 -0.6682 0.0072 -0.0056 0.0009 -0.307
F 4.3811 1.3631 -1.5551 -0.0499 0.0440 -0.0235 -0.325
F -0.8828 -1.9108 0.8562 0.0632 -0.0147 -0.0553 -0.305
F -4.9914 0.5011 0.9533 0.0009 0.0268 -0.0247 -0.323
F -2.0028 -3.8225 2.3358 0.0215 -0.0229 0.0130 -0.304
F -6.0518 -1.4303 2.3893 -0.0213 0.0004 0.0043 -0.305
F -4.6211 -3.6391 3.1312 -0.0077 -0.0184 -0.0011 -0.307
F 1.3275 -2.1495 -0.5053 0.0347 -0.0206 0.0071 -0.314
O -0.7340 -0.9576 -1.8825 -0.0048 0.1079 -0.0854 -0.755
O 0.2803 0.9437 1.1901 -0.1455 0.0560 -0.3675 -0.755
O -1.0100 -0.1276 -3.9467 0.0626 0.0085 0.0054 -0.708
N -2.2085 0.2781 0.0061 -0.0071 -0.0021 -0.0060 -0.630
N 1.5821 0.4572 -1.2586 -0.0656 0.0148 -0.0434 -0.628
N -0.6306 2.1150 -1.1873 0.0007 -0.0218 -0.0110 -0.414
C -0.2622 0.2396 3.3990 0.0013 -0.0235 0.0069 -0.615
C 4.9133 -2.1131 -0.8027 -0.0068 0.0386 0.0005 0.206
C -0.9233 -2.4987 -3.6381 0.0469 0.0223 -0.0250 -0.709
C 2.6854 -0.3069 -1.1295 0.0773 -0.0077 -0.0201 0.097
C -2.7390 -2.7665 1.9679 -0.0615 0.0231 -0.0186 0.325
C 4.0393 0.0772 -1.2936 -0.0658 -0.0132 0.0183 0.244
C 5.1057 -0.7926 -1.1468 -0.0227 -0.0626 0.0049 0.276
C -2.1840 -1.7777 1.1915 -0.0726 -0.0293 0.0367 0.217
C -2.8708 -0.6229 0.7507 -0.0358 0.0436 0.0278 0.167
C -2.0210 2.0023 -1.6720 -0.0324 0.0149 -0.0126 -0.228
C -0.8830 -1.0598 -3.1525 -0.1371 -0.0659 0.0300 0.815
C 1.5882 1.8611 2.9265 -0.0286 -0.0207 -0.0113 -0.612
C -4.7771 -1.5630 1.9908 0.0402 -0.0058 -0.0092 0.280
C 3.6109 -2.5349 -0.5944 -0.0002 0.0280 -0.0021 0.266
C -0.5156 3.2167 -0.2256 -0.0001 -0.0164 0.0097 -0.407
C -4.0611 -2.6776 2.3742 0.0325 0.0154 0.0093 0.191
C -2.9112 1.4048 -0.5875 -0.0148 -0.0202 -0.0375 -0.230
C 0.8540 0.6156 2.4212 -0.0029 -0.1195 0.0755 0.258
C 1.7177 1.7956 -1.8223 0.0254 -0.0058 0.0363 -0.227
C -4.2044 -0.5698 1.2165 0.0247 -0.0328 -0.0175 0.239
C 2.5566 -1.6660 -0.7507 0.0315 -0.0328 -0.0534 0.314
C 1.8451 -0.5409 2.2867 0.0152 0.0341 0.0077 -0.638
C 0.3486 2.2688 -2.2814 0.0038 -0.0128 -0.0040 -0.232
H 0.1350 0.0640 4.4019 -0.0011 -0.0024 0.0097 0.196
H 0.5021 3.2778 0.1473 0.0062 0.0038 0.0015 0.221
H 1.3467 -1.4285 1.8964 -0.0086 -0.0040 0.0181 0.218
H -1.1494 -2.5378 -4.7010 0.0020 -0.0020 0.0024 0.210
H 0.0458 -2.9619 -3.4474 0.0068 -0.0116 0.0023 0.224
H 0.0128 1.6369 -3.1022 -0.0092 -0.0084 -0.0255 0.256
H 0.3850 3.3145 -2.6165 0.0046 -0.0110 -0.0046 0.177
H -1.6658 -3.0584 -3.0695 -0.0044 0.0077 0.0047 0.221
H -0.9973 1.0455 3.4470 -0.0009 0.0066 -0.0008 0.207
H -2.3959 2.9870 -1.9835 -0.0056 -0.0042 -0.0007 0.178
H -0.7722 -0.6661 3.0653 0.0404 0.0469 0.0330 0.207
H 2.6506 -0.2659 1.6027 -0.0065 0.0020 0.0217 0.211
H -3.8463 1.1013 -1.0693 -0.0026 0.0155 0.0160 0.197
H 2.1454 2.5018 -1.0968 0.0012 0.0072 -0.0100 0.168
H -3.1788 2.1646 0.1583 0.0106 0.0075 0.0131 0.172
H 2.0596 1.6821 3.8959 -0.0001 -0.0071 -0.0003 0.195
H 2.3721 1.8107 -2.6981 0.0291 -0.0048 -0.0099 0.198
H 2.3601 2.1467 2.2092 0.0086 -0.0001 -0.0065 0.209
H 0.8852 2.6905 3.0267 -0.0060 0.0041 -0.0018 0.202
H -2.0023 1.3448 -2.5399 0.0056 -0.0102 0.0088 0.250
H -0.7949 4.1571 -0.7179 0.0066 0.0010 0.0117 0.173
H 2.2852 -0.7899 3.2556 -0.0016 -0.0011 0.0049 0.200
H -1.1647 3.0331 0.6260 0.0041 0.0060 0.0023 0.218
```
Positions in Å, forces in eV/Å.

***

This record from OMol25 describes C23H23F3N4O3S in the gas phase at a distorted geometry. The level of theory is ωB97M-V/def2-TZVPD.

Calculated values
Energy relative to the best compared isomer or geometry (same formula, charge and spin)   78.5 kJ/mol
E_LUMO   0.320 eV
F_max   1.3 eV/A
E_HOMO   -7.7 eV
Structure (SMILES)   CCOc1ccc(/C=N/NC(=O)Cc2csc(Nc3cccc(C(F)(F)F)c3)n2)c(OCC)c1

Structure (XYZ):
```
57
Properties=species:S:1:pos:R:3:forces:R:3:nbo_charge:R:1
S -0.0769 3.3982 -1.8190 0.3725 -0.4689 0.1524 0.333
F 1.7428 -3.9213 0.8100 -0.2352 -0.1059 -0.0259 -0.329
F 2.6845 -2.0004 0.9858 -0.0132 0.3557 0.0418 -0.328
F 3.4341 -3.4412 -0.4235 0.0256 0.0289 -0.1860 -0.321
O -4.9392 1.3442 0.4852 0.1977 0.1612 0.0130 -0.508
O -1.2975 -1.6392 1.7203 0.1376 0.3090 -0.0260 -0.513
O 4.7334 1.6541 1.4527 0.1820 -0.0441 -0.0168 -0.593
N 1.7498 1.8093 -0.9349 0.3955 -0.6544 -0.3305 -0.518
N 0.1703 0.7746 -2.3672 -0.4088 0.1086 -0.5434 -0.603
N 2.5823 1.1615 1.8199 0.3375 -1.0771 0.6469 -0.443
N 1.2782 1.4097 1.6185 -0.8297 0.1842 0.0976 -0.237
C 1.2570 -1.0388 -1.1689 0.0150 -0.0613 0.0875 -0.264
C -0.9612 0.6686 1.4639 -0.7137 -0.1106 -0.1123 -0.218
C -1.4581 1.9373 1.1613 -0.0491 -0.3492 0.0756 -0.133
C -2.0931 -2.8076 1.7368 -0.2581 -0.4319 -0.1199 -0.062
C 3.5685 1.9491 1.3085 -0.0837 0.3650 -0.1336 0.689
C -2.3501 -3.3718 0.3426 0.1595 0.2678 0.3031 -0.641
C -3.6531 1.0431 0.7988 0.3706 0.1956 0.0445 0.423
C -5.9152 0.3267 0.3887 -0.2568 -0.3388 -0.1645 -0.064
C -0.2153 -2.8482 -2.6853 0.0783 -0.0395 0.0728 -0.195
C -1.8423 -0.4305 1.4237 0.3511 0.5270 0.0008 0.437
C 1.9779 3.0207 -0.3517 -0.5311 0.9924 -0.2241 0.188
C -3.1782 -0.2310 1.0941 -0.4026 -0.2665 -0.0029 -0.458
C 1.3753 -2.4011 -0.9605 -0.1601 -0.1207 -0.1110 -0.122
C 0.4333 0.4672 1.7697 0.9622 -0.1743 0.2843 0.048
C 1.1093 3.9986 -0.7161 0.1344 -0.1945 -0.0629 -0.461
C -5.8393 -0.4390 -0.9297 0.1152 0.2636 0.3079 -0.638
C 0.6565 -3.3187 -1.7178 0.1614 0.0867 0.0601 -0.221
C 0.3642 -0.5723 -2.1329 0.1080 -0.5948 0.0988 0.253
C 2.3043 -2.9267 0.0953 0.2181 -0.2508 0.1104 0.975
C -2.7758 2.1311 0.8290 -0.2807 -0.0742 -0.0665 -0.310
C -0.3718 -1.4913 -2.8845 0.0771 0.1301 0.0623 -0.251
C 3.1174 3.2136 0.5974 0.1129 -0.0610 -0.0578 -0.534
C 0.7131 1.8227 -1.6910 -0.3751 1.1284 -0.0447 0.283
H -1.4045 -3.6200 -0.1313 0.0311 -0.0322 -0.0370 0.224
H -0.7825 -3.5468 -3.2808 -0.0699 -0.0491 -0.0678 0.220
H -2.8636 -2.6497 -0.2875 -0.0758 0.0359 -0.0851 0.207
H 0.7344 -0.5343 2.0847 0.1087 0.0602 -0.0336 0.186
H -3.8520 -1.0707 1.0766 -0.0524 -0.0858 -0.0394 0.220
H -1.0656 -1.1323 -3.6313 -0.0807 0.0468 -0.0970 0.207
H -3.0341 -2.6266 2.2707 0.1235 0.0135 0.0114 0.170
H 1.0892 5.0243 -0.4113 0.0573 0.2453 0.1099 0.240
H -5.9521 0.2514 -1.7615 -0.0278 0.0360 -0.0929 0.216
H 2.8273 3.9464 1.3537 0.0465 0.0025 -0.0119 0.246
H 0.7806 -4.3771 -1.5492 -0.0113 -0.1012 0.0139 0.228
H -5.8514 -0.3567 1.2443 -0.0102 0.1102 -0.0307 0.170
H -2.9559 -4.2705 0.4193 -0.0879 -0.1174 -0.0100 0.215
H 3.9901 3.6013 0.0649 -0.0259 -0.0986 0.1527 0.253
H -0.5758 1.0110 -3.0059 0.1367 -0.0912 0.1368 0.403
H -1.5038 -3.5248 2.3151 -0.1456 0.0973 -0.0108 0.199
H -4.8828 -0.9457 -1.0337 0.0625 -0.0846 -0.0342 0.209
H 1.8369 -0.3298 -0.6029 0.0473 -0.0335 0.0647 0.272
H -0.7710 2.7668 1.2032 0.0780 0.1404 -0.0281 0.234
H -3.1621 3.1096 0.5956 -0.0445 0.1363 -0.0244 0.222
H 2.8743 0.2477 2.1781 -0.0096 0.3029 -0.1532 0.383
H -6.8681 0.8598 0.4491 0.1182 -0.1184 0.0659 0.196
H -6.6362 -1.1764 -0.9718 -0.0822 -0.1009 -0.0302 0.216
```
Positions in Å, forces in eV/Å.

***

This record from OMol25 describes a gas-phase ion, C23H23FNO4 (charge +1). The level of theory is ωB97M-V/def2-TZVPD.

Calculated values
Energy relative to the best compared isomer or geometry (same formula, charge and spin)   0.0 kJ/mol
Charge   +1
E_LUMO   -3.025 eV
F_max   0.7 eV/A
E_HOMO   -11.1 eV
Structure (SMILES)   COc1cc(C[NH2+]Cc2ccc(C(=O)O)cc2)ccc1OCc1ccc(F)cc1

Structure (XYZ):
```
52
Properties=species:S:1:pos:R:3:forces:R:3:nbo_charge:R:1
F -3.7915 -3.9519 1.9871 -0.0555 0.0453 -0.0562 -0.319
O 6.7281 -1.7645 -1.8634 -0.0356 0.0599 0.0634 -0.560
O -2.3900 -0.2838 -1.8820 -0.0456 0.5930 0.0989 -0.510
O 5.8146 -3.3278 -0.5532 -0.2128 -0.4041 0.3302 -0.678
O -4.2121 1.6689 -0.8365 0.1305 0.2331 -0.0232 -0.477
N 1.5462 1.7879 1.5915 -0.0984 -0.0115 0.2206 -0.490
C 4.6655 1.2194 0.2575 -0.0724 -0.0317 0.1247 -0.210
C 2.9762 1.8439 2.0194 0.6645 -0.1291 0.1161 -0.243
C -4.0108 -1.6211 1.7697 0.0207 -0.2818 0.0434 -0.268
C -4.8994 0.4971 -1.2466 -0.5142 -0.4751 -0.2276 -0.081
C 3.6106 -0.5281 1.5315 0.0070 0.1688 0.0013 -0.182
C -0.5907 0.9510 -0.8445 0.0415 0.0108 -0.0254 -0.297
C 3.7787 0.8261 1.2532 -0.0208 -0.0463 -0.0177 -0.090
C -2.8774 1.7054 -0.6766 0.3924 0.0828 0.1143 0.288
C 4.3214 -1.4812 0.8271 0.0761 -0.0134 -0.1437 -0.160
C 5.3790 0.2696 -0.4486 0.0402 -0.2318 -0.0419 -0.134
C -4.6358 -0.6978 -0.3657 -0.0365 0.1369 0.0733 -0.060
C -4.4592 -3.0855 -0.0999 0.0183 -0.1141 0.1742 -0.275
C -2.4129 2.8258 0.0117 -0.1340 -0.2440 -0.1170 -0.232
C -1.9321 0.7595 -1.1458 -0.1964 -0.0883 -0.0522 0.326
C -4.0919 -2.8866 1.2195 0.0495 0.1511 -0.0343 0.389
C -4.7285 -1.9825 -0.8879 -0.0064 0.1855 0.1756 -0.180
C -1.4962 -1.2892 -2.2990 0.1681 -0.2157 -0.0788 -0.255
C -0.1492 2.0739 -0.1493 -0.0073 0.0535 0.0682 -0.116
C 1.3047 2.2371 0.1790 -0.4338 0.0752 -0.6001 -0.239
C 5.2078 -1.0826 -0.1684 -0.1293 0.1302 0.1575 -0.145
C -1.0725 3.0203 0.2705 0.1446 -0.1485 -0.0701 -0.217
C 6.0015 -2.0705 -0.9568 0.3341 0.0697 -0.4410 0.770
C -4.2915 -0.5282 0.9690 -0.0908 -0.0021 -0.1740 -0.211
H -2.1062 -2.0107 -2.8384 0.0880 0.0066 0.0273 0.216
H -5.0102 -2.1188 -1.9207 -0.0035 -0.0416 -0.1681 0.218
H 2.9390 -0.8419 2.3190 -0.0688 -0.0629 0.1347 0.206
H -4.2441 0.4657 1.3891 0.0147 0.0841 0.0378 0.222
H -3.1474 3.5453 0.3344 -0.1208 0.0808 0.0368 0.242
H 1.9351 1.6333 -0.4752 0.0257 0.0459 0.1749 0.243
H -4.5261 -4.0876 -0.4921 -0.0022 -0.1229 -0.0221 0.237
H -5.9546 0.7853 -1.1801 0.1924 -0.0164 -0.0618 0.214
H -3.7420 -1.5033 2.8077 0.0240 -0.0264 0.1104 0.229
H 0.9574 2.3622 2.2065 0.0600 -0.2286 -0.0971 0.440
H -4.6700 0.2573 -2.2895 -0.0671 0.0646 0.1747 0.201
H 1.2188 0.8161 1.6688 -0.0561 0.2603 0.0295 0.440
H 0.1386 0.2343 -1.1883 0.0535 -0.1291 -0.0868 0.222
H -0.7529 3.9120 0.7885 0.0443 0.1772 0.0626 0.213
H 6.0767 0.5544 -1.2207 0.0619 0.0235 -0.0723 0.255
H 4.8079 2.2678 0.0427 0.0224 0.1400 -0.0316 0.225
H -1.0258 -1.7865 -1.4453 -0.0133 0.0306 -0.0050 0.181
H 1.6095 3.2825 0.1073 0.1038 -0.0830 0.1468 0.231
H -0.7291 -0.8933 -2.9710 -0.0222 -0.0013 0.0291 0.183
H 3.0234 1.6366 3.0910 -0.1509 0.0803 -0.0832 0.241
H 3.3516 2.8521 1.8371 -0.1720 -0.0354 0.0306 0.235
H 4.2008 -2.5297 1.0463 -0.0111 -0.0860 0.0351 0.247
H 6.3569 -3.9376 -1.0794 -0.0003 0.2812 -0.0606 0.515
```
Positions in Å, forces in eV/Å.